Here is 9 unconnected molecules or ions with the total composition C40H109F3N16O12P4S at a distorted geometry from the OMol25 dataset. Energies are from the ωB97M-V functional and the def2-TZVPD basis.

Bonds (Å) are listed after each position.
Cartesian coordinates (Å):
1 C 16.78650 8.54110 11.16515  O2 1.414, H12 1.088, H13 1.093, H14 1.094
2 O 16.95440 7.84009 12.38188  C1 1.414, C3 1.400
3 C 18.00381 6.91432 12.35745  O2 1.400, C4 1.526, H15 1.092, H16 1.103
4 C 18.20772 6.34140 13.75732  C3 1.526, N5 1.514, H17 1.087, H18 1.085
5 N 16.84329 6.05104 14.34623  C4 1.514, H6 1.023, H7 1.024, C8 1.503
6 H 16.23692 6.85682 14.17589  N5 1.023
7 H 16.36559 5.25276 13.91842  N5 1.024
8 C 16.86116 5.70029 15.80794  N5 1.503, C9 1.530, H19 1.091, H20 1.084
9 C 17.52072 4.32272 15.90412  C8 1.530, O10 1.393, H21 1.098, H22 1.095
10 O 16.85910 3.42512 15.06910  C9 1.393, C11 1.410
11 C 17.59321 2.26703 14.74002  O10 1.410, H23 1.085, H24 1.096, H25 1.099
12 H 16.03860 9.32994 11.21388  C1 1.088
13 H 16.48259 7.82431 10.39774  C1 1.093
14 H 17.71072 9.05088 10.87908  C1 1.094
15 H 18.92721 7.32840 11.94724  C3 1.092
16 H 17.64551 6.05316 11.76905  C3 1.103
17 H 18.65300 7.03310 14.46748  C4 1.087
18 H 18.70361 5.37934 13.67997  C4 1.085
19 H 15.80436 5.54716 16.03344  C8 1.091
20 H 17.34222 6.38367 16.49872  C8 1.084
21 H 17.41525 4.02439 16.95521  C9 1.098
22 H 18.59717 4.39433 15.71567  C9 1.095
23 H 17.04353 1.66725 14.02280  C11 1.085
24 H 17.87303 1.69298 15.63103  C11 1.096
25 H 18.56555 2.55556 14.31558  C11 1.099
26 C 23.14183 4.30107 12.77590  F27 1.345, F28 1.327, F29 1.335, S30 1.920
27 F 24.12144 5.00324 12.17841  C26 1.345
28 F 22.76801 3.34480 11.93496  C26 1.327
29 F 23.70973 3.84584 13.89513  C26 1.335
30 S 21.62495 5.42971 13.10765  C26 1.920, O31 1.438, O32 1.445, O33 1.455
31 O 20.83320 4.56040 13.93609  S30 1.438
32 O 22.18691 6.61008 13.72363  S30 1.445
33 O 21.01786 5.63291 11.80087  S30 1.455
34 C 26.50192 2.00951 18.54665  O35 1.216, N36 1.351, H39 1.096
35 O 26.09386 3.01459 19.09608  C34 1.216
36 N 26.10878 1.60188 17.32012  C34 1.351, C37 1.444, C38 1.432
37 C 26.68289 0.37927 16.80880  N36 1.444, H40 1.085, H41 1.098, H42 1.097
38 C 25.07464 2.25547 16.57486  N36 1.432, H43 1.089, H44 1.085, H45 1.098
39 H 27.23755 1.32903 18.99109  C34 1.096
40 H 27.66614 0.09797 17.16976  C37 1.085
41 H 26.79832 0.48262 15.72141  C37 1.098
42 H 25.95885 -0.44302 16.86605  C37 1.097
43 H 24.26875 1.58328 16.28445  C38 1.089
44 H 24.83088 3.16463 17.11550  C38 1.085
45 H 25.42623 2.61976 15.60055  C38 1.098
46 C 20.15868 -0.12436 15.09507  O47 1.209, N48 1.358, H51 1.105
47 O 20.12836 -0.60359 16.20513  C46 1.209
48 N 20.77902 1.01123 14.68280  C46 1.358, C49 1.445, C50 1.449
49 C 21.48057 1.91977 15.56086  N48 1.445, H52 1.092, H53 1.090, H54 1.088
50 C 20.84214 1.29372 13.26298  N48 1.449, H55 1.091, H56 1.094, H57 1.086
51 H 19.64834 -0.55578 14.21493  C46 1.105
52 H 21.04853 2.92219 15.59110  C49 1.092
53 H 22.47768 2.06979 15.14589  C49 1.090
54 H 21.52511 1.51532 16.56963  C49 1.088
55 H 20.60562 0.44685 12.61764  C50 1.091
56 H 20.14582 2.07748 12.95016  C50 1.094
57 H 21.83281 1.61359 12.95256  C50 1.086
58 C 20.70896 5.76267 16.99631  O59 1.230, N60 1.337, H63 1.098
59 O 19.68067 6.34103 16.64792  C58 1.230
60 N 20.78086 4.81622 17.93789  C58 1.337, C61 1.461, C62 1.450
61 C 22.03721 4.15818 18.28667  N60 1.461, H64 1.087, H65 1.087, H66 1.097
62 C 19.62349 4.34768 18.67564  N60 1.450, H67 1.093, H68 1.088, H69 1.090
63 H 21.65078 6.07949 16.52850  C58 1.098
64 H 22.82467 4.31283 17.55333  C61 1.087
65 H 21.95287 3.12077 18.59844  C61 1.087
66 H 22.49350 4.65978 19.14919  C61 1.097
67 H 19.82247 4.45726 19.74462  C62 1.093
68 H 18.76465 4.98727 18.48546  C62 1.088
69 H 19.37040 3.30329 18.49333  C62 1.090
70 O 19.58862 4.85818 5.56157  P71 1.473
71 P 20.04035 3.57952 6.13612  O70 1.473, N72 1.689, N75 1.675, N78 1.716
72 N 18.82769 2.40362 6.11267  P71 1.689, C73 1.458, C74 1.464
73 C 19.09345 1.02636 6.50976  N72 1.458, H81 1.092, H82 1.091, H83 1.091
74 C 17.62899 2.64763 5.30856  N72 1.464, H84 1.091, H85 1.097, H86 1.086
75 N 20.54134 3.72000 7.72792  P71 1.675, C76 1.460, C77 1.469
76 C 19.96951 4.73253 8.61151  N75 1.460, H87 1.094, H88 1.090, H89 1.087
77 C 21.20624 2.60548 8.41614  N75 1.469, H90 1.090, H91 1.092, H92 1.088
78 N 21.37563 2.79239 5.39983  P71 1.716, C79 1.458, C80 1.472
79 C 22.70124 3.37092 5.58476  N78 1.458, H93 1.087, H94 1.094, H95 1.098
80 C 21.16822 2.19339 4.07108  N78 1.472, H96 1.092, H97 1.090, H98 1.090
81 H 20.11613 0.78196 6.21664  C73 1.092
82 H 18.44359 0.32927 5.97808  C73 1.091
83 H 18.95657 0.83544 7.57566  C73 1.091
84 H 16.81705 2.05127 5.72741  C74 1.091
85 H 17.72731 2.31322 4.26876  C74 1.097
86 H 17.40728 3.71060 5.30547  C74 1.086
87 H 19.72030 4.19828 9.53355  C76 1.094
88 H 20.72348 5.47790 8.86290  C76 1.090
89 H 19.04701 5.15208 8.21784  C76 1.087
90 H 22.08851 3.04654 8.87964  C77 1.090
91 H 20.48197 2.12339 9.07575  C77 1.092
92 H 21.55230 1.85018 7.71373  C77 1.088
93 H 22.75549 3.57425 6.65124  C79 1.087
94 H 23.49224 2.68838 5.26021  C79 1.094
95 H 22.89598 4.23419 4.93509  C79 1.098
96 H 21.10931 2.98332 3.31982  C80 1.092
97 H 20.25034 1.60774 4.11890  C80 1.090
98 H 21.96273 1.50215 3.79081  C80 1.090
99 O 27.98446 3.23799 6.79234  P100 1.480
100 P 27.27017 3.95199 7.87376  O99 1.480, N101 1.676, N104 1.711, N107 1.703
101 N 28.19817 3.90123 9.26828  P100 1.676, C102 1.463, C103 1.458
102 C 27.72074 4.59257 10.46594  N101 1.463, H110 1.095, H111 1.095, H112 1.088
103 C 29.10773 2.78360 9.49186  N101 1.458, H113 1.096, H114 1.092, H115 1.085
104 N 25.72984 3.32673 8.27765  P100 1.711, C105 1.460, C106 1.460
105 C 24.72804 4.13295 8.96838  N104 1.460, H116 1.085, H117 1.094, H118 1.094
106 C 25.36444 1.95286 7.94662  N104 1.460, H119 1.090, H120 1.090, H121 1.092
107 N 27.04926 5.62222 7.62699  P100 1.703, C108 1.464, C109 1.462
108 C 28.26689 6.43503 7.63134  N107 1.464, H122 1.090, H123 1.090, H124 1.091
109 C 26.01191 6.01724 6.67611  N107 1.462, H125 1.093, H126 1.096, H127 1.085
110 H 28.56244 4.80105 11.13501  C102 1.095
111 H 27.04686 3.92781 11.01619  C102 1.095
112 H 27.35868 5.57153 10.16030  C102 1.088
113 H 28.58639 2.00371 10.05895  C103 1.096
114 H 29.95865 3.08581 10.10610  C103 1.092
115 H 29.47825 2.40986 8.54268  C103 1.085
116 H 25.16701 4.87894 9.62291  C105 1.085
117 H 24.06468 4.47930 8.16976  C105 1.094
118 H 24.10438 3.51729 9.62354  C105 1.094
119 H 24.73377 1.91679 7.05790  C106 1.090
120 H 26.27988 1.38539 7.77598  C106 1.090
121 H 24.92196 1.58183 8.87385  C106 1.092
122 H 28.05325 7.46203 7.92772  C108 1.090
123 H 28.95160 6.08003 8.40166  C108 1.090
124 H 28.78460 6.34151 6.67595  C108 1.091
125 H 26.33203 5.96331 5.63243  C109 1.093
126 H 25.85455 7.08366 6.87427  C109 1.096
127 H 25.08129 5.51779 6.92297  C109 1.085
128 O 19.86415 12.89954 15.61547  P129 1.467
129 P 19.68426 11.46017 15.83629  O128 1.467, N130 1.676, N133 1.677, N136 1.675
130 N 19.84878 10.86716 17.39469  P129 1.676, C131 1.457, C132 1.448
131 C 20.31296 11.79796 18.41467  N130 1.457, H139 1.095, H140 1.092, H141 1.088
132 C 19.09444 9.72774 17.87377  N130 1.448, H142 1.085, H143 1.097, H144 1.094
133 N 20.77283 10.53015 14.96287  P129 1.677, C134 1.475, C135 1.451
134 C 21.12135 9.14146 15.31661  N133 1.475, H145 1.090, H146 1.089, H147 1.087
135 C 21.24396 10.96174 13.65971  N133 1.451, H148 1.099, H149 1.088, H150 1.093
136 N 18.19443 10.88766 15.32742  P129 1.675, C137 1.492, C138 1.461
137 C 17.00798 11.62197 15.85452  N136 1.492, H151 1.093, H152 1.091, H153 1.085
138 C 17.95584 10.22766 14.04627  N136 1.461, H154 1.085, H155 1.091, H156 1.101
139 H 21.15507 11.34896 18.95225  C131 1.095
140 H 19.53450 12.05840 19.13527  C131 1.092
141 H 20.73594 12.68913 17.95603  C131 1.088
142 H 18.76802 9.05654 17.08595  C132 1.085
143 H 18.20833 10.03697 18.44252  C132 1.097
144 H 19.69998 9.12876 18.56010  C132 1.094
145 H 21.87358 9.19931 16.10386  C134 1.090
146 H 20.25138 8.55926 15.61522  C134 1.089
147 H 21.53362 8.65884 14.43440  C134 1.087
148 H 20.69277 10.53412 12.81004  C135 1.099
149 H 21.26426 12.03619 13.48799  C135 1.088
150 H 22.26555 10.59340 13.53377  C135 1.093
151 H 16.89754 11.28420 16.88812  C137 1.093
152 H 17.19086 12.69721 15.87926  C137 1.091
153 H 16.12014 11.40048 15.27236  C137 1.085
154 H 16.91909 9.99460 13.82929  C138 1.085
155 H 18.61759 9.36243 13.98628  C138 1.091
156 H 18.28145 10.90661 13.24360  C138 1.101
157 O 27.10227 8.07499 16.92727  P158 1.472
158 P 27.71339 7.39088 15.77623  O157 1.472, N159 1.667, N162 1.698, N165 1.697
159 N 28.85878 6.22425 16.10160  P158 1.667, C160 1.464, C161 1.452
160 C 29.20479 5.77926 17.45270  N159 1.464, H168 1.088, H169 1.092, H170 1.093
161 C 29.61367 5.60750 15.02580  N159 1.452, H171 1.093, H172 1.091, H173 1.094
162 N 28.40790 8.47861 14.67233  P158 1.698, C163 1.448, C164 1.462
163 C 29.22791 9.51968 15.25482  N162 1.448, H174 1.096, H175 1.093, H176 1.093
164 C 28.60749 8.20363 13.25026  N162 1.462, H177 1.096, H178 1.086, H179 1.091
165 N 26.61826 6.59882 14.75033  P158 1.697, C166 1.458, C167 1.453
166 C 26.32493 5.18107 14.92278  N165 1.458, H180 1.094, H181 1.092, H182 1.091
167 C 25.48852 7.31792 14.18722  N165 1.453, H183 1.090, H184 1.094, H185 1.089
168 H 28.47038 6.21366 18.12703  C160 1.088
169 H 30.21482 6.06514 17.75515  C160 1.092
170 H 29.17842 4.68756 17.48558  C160 1.093
171 H 30.58050 6.07508 14.82399  C161 1.093
172 H 29.03652 5.63068 14.10027  C161 1.091
173 H 29.81408 4.54166 15.16652  C161 1.094
174 H 28.65851 10.45595 15.25264  C163 1.096
175 H 29.46258 9.31735 16.30300  C163 1.093
176 H 30.20142 9.73809 14.80754  C163 1.093
177 H 29.53162 7.63742 13.08488  C164 1.096
178 H 27.78333 7.61228 12.86340  C164 1.086
179 H 28.74561 9.16301 12.75054  C164 1.091
180 H 25.41175 5.02533 15.50438  C166 1.094
181 H 26.21249 4.66259 13.96830  C166 1.092
182 H 27.13414 4.67626 15.45330  C166 1.091
183 H 25.75438 8.28439 13.76016  C167 1.090
184 H 24.65696 7.37839 14.89564  C167 1.094
185 H 25.08964 6.75684 13.34329  C167 1.089

Output
Energy = -147806.656 eV
2S+1 = 1
LUMO level = -0.28 eV

Löwdin atomic charge list, values in e, 5 entries:
1. C -0.083
2. O -0.234
3. C -0.196
4. C -0.068
5. N 0.069